# C15H26ClO2P2Sn

C15H26ClO2P2Sn as an isolated structure at a distorted geometry (ωB97M-V/def2-TZVPD, OMol25).

## Properties
E_LUMO = -11.3 eV
Energy = -56974.17155 eV
Orbital gap = 6.685 eV
Net charge = +3

Atoms and positions in Å:
C  2.543  -3.912  -1.318
C  1.628  -2.930  -0.770
H  2.365  -4.906  -0.856
H  3.569  -3.552  -1.149
H  2.418  -3.947  -2.413
O  0.644  -2.951  -0.096
Cl  2.232  -0.848  -1.583
Sn  0.319  0.163  -0.236
P  1.994  0.227  1.778
C  1.302  0.178  3.458
C  3.211  -1.140  1.828
H  3.766  -1.072  2.784
H  3.748  1.691  2.564
H  3.916  -1.057  0.984
H  3.614  1.714  0.785
H  0.782  -0.771  3.634
H  2.709  -2.120  1.782
C  3.047  1.704  1.721
H  2.120  0.275  4.187
H  2.467  2.628  1.771
H  0.587  0.992  3.619
P  -1.383  -0.509  -2.103
C  -3.130  -0.733  -1.643
C  -1.394  0.722  -3.441
H  0.022  -2.061  -3.341
H  -1.711  -2.174  -3.791
H  -1.116  -2.921  -2.266
C  -1.004  -2.069  -2.951
H  -0.383  0.824  -3.855
H  -2.080  0.391  -4.233
H  -3.730  -0.893  -2.553
H  -3.514  0.147  -1.114
H  -1.716  1.707  -3.089
H  -3.241  -1.607  -0.987
C  -1.000  -1.331  1.147
O  -1.829  -1.605  1.893
C  -2.272  4.328  1.252
C  -2.682  3.588  0.132
C  -1.914  2.501  -0.311
C  -0.766  2.091  0.354
C  -0.383  2.810  1.481
C  -1.127  3.909  1.951
H  -2.844  5.198  1.593
H  -3.588  3.858  -0.423
H  -2.268  1.958  -1.183
H  0.493  2.518  2.055
H  -0.783  4.434  2.851

Atom charges from the Mulliken analysis, given in e for atoms 1 to 6: number 1, C, carries -0.93; number 2, C, carries 0.65; number 3, H, carries 0.38; number 4, H, carries 0.35; number 5, H, carries 0.34; number 6, O, carries -0.25

***

# C15H26F6NO3P2Zn

C15H26F6NO3P2Zn as an isolated structure at a distorted geometry (ωB97M-V/def2-TZVPD, OMol25).

## Properties
E_LUMO = -3.1 eV
Energy = -106906.32315 eV
Orbital gap = 7.468 eV
Net charge = +1

Atoms and positions in Å:
Zn  0.846  -0.723  0.092
P  0.459  -2.659  -0.783
C  -1.031  -3.080  0.240
C  -1.694  -1.912  0.946
N  -1.145  -0.689  0.847
C  -1.713  0.344  1.511
C  -2.741  0.111  2.430
C  -3.308  -1.159  2.540
C  -2.830  -2.166  1.714
C  -1.141  1.728  1.281
P  -1.332  2.373  -0.432
H  -3.270  -3.164  1.724
H  -3.103  0.954  3.016
H  -4.107  -1.353  3.256
H  -1.608  2.466  1.944
H  -0.059  1.688  1.481
H  -1.803  -3.622  -0.290
H  -0.643  -3.774  1.002
H  -4.572  -0.646  -2.271
O  -4.441  -0.534  -3.219
H  -4.533  -1.435  -3.572
H  -0.004  2.234  -3.166
O  0.016  1.400  -2.662
H  0.222  0.735  -3.345
C  -3.029  3.058  -0.297
H  -3.118  3.561  0.675
H  -3.163  3.777  -1.116
H  -3.780  2.267  -0.411
C  -0.407  3.951  -0.187
H  0.022  4.272  -1.151
H  -1.140  4.691  0.162
H  0.407  3.847  0.545
C  1.703  -3.873  -0.202
H  1.287  -4.889  -0.309
H  2.633  -3.789  -0.788
H  1.948  -3.657  0.854
C  0.110  -3.137  -2.508
H  1.003  -2.901  -3.110
H  -0.094  -4.218  -2.603
H  -0.729  -2.565  -2.937
C  3.629  1.850  1.761
C  3.120  0.860  0.732
O  1.771  0.667  0.900
C  3.413  1.419  -0.713
F  4.757  1.556  -0.921
F  2.923  0.620  -1.700
F  2.838  2.649  -0.884
C  3.885  -0.507  0.922
F  5.229  -0.359  1.050
F  3.434  -1.166  2.037
F  3.678  -1.364  -0.132
H  3.017  2.752  1.698
H  4.679  2.098  1.593
H  3.510  1.411  2.755

Atom charges from the Mulliken analysis, given in e for atoms 1 to 6: number 1, Zn, carries 0.16; number 2, P, carries 1.13; number 3, C, carries -1.66; number 4, C, carries 0.86; number 5, N, carries 0.21; number 6, C, carries 0.47

***

# C15H26HgNOP

C15H26HgNOP as an isolated structure at a distorted geometry (ωB97M-V/def2-TZVPD, OMol25).

## Properties
E_LUMO = 0.6 eV
Energy = -32972.21359 eV
Orbital gap = 5.983 eV

Atoms and positions in Å:
C  0.437  3.282  -3.688
C  -0.859  3.017  -3.247
C  -1.121  1.955  -2.366
C  -0.039  1.259  -1.823
C  1.265  1.529  -2.248
C  1.493  2.536  -3.184
C  -2.590  1.635  -2.144
C  -3.038  0.175  -1.967
N  -1.965  -0.813  -2.186
Hg  -0.397  -0.219  -0.367
C  2.511  0.849  -1.741
P  2.162  -0.835  -1.084
H  -1.708  3.593  -3.630
H  2.521  2.720  -3.493
H  0.622  4.070  -4.421
H  2.980  1.434  -0.931
H  3.252  0.728  -2.551
H  -2.963  2.203  -1.275
H  -3.159  2.010  -3.012
H  -3.418  0.029  -0.944
C  3.728  -1.125  -0.187
C  2.322  -1.869  -2.587
H  -3.869  -0.043  -2.660
C  -1.356  -0.746  -3.538
C  -2.464  -2.181  -1.912
H  -0.648  -1.084  1.286
H  -1.685  -1.608  -4.130
H  -1.624  0.174  -4.066
H  -0.267  -0.793  -3.447
H  -2.808  -2.658  -2.840
H  -1.645  -2.787  -1.512
H  -3.290  -2.170  -1.187
H  3.384  -2.069  -2.802
H  1.806  -2.818  -2.372
H  1.848  -1.399  -3.461
H  4.593  -0.973  -0.856
H  3.794  -0.434  0.667
H  3.725  -2.158  0.192
H  -0.764  -1.729  0.765
C  -0.441  1.662  2.314
C  0.445  1.394  1.153
O  1.494  1.905  0.879
H  -1.494  1.646  1.980
H  -0.184  2.654  2.722
H  -0.293  0.869  3.073

Atom charges from the Mulliken analysis, given in e for atoms 1 to 6: number 1, C, carries -0.86; number 2, C, carries -0.94; number 3, C, carries 0.70; number 4, C, carries -0.12; number 5, C, carries 1.90; number 6, C, carries -0.77

***

# C15H26MnN3O2S4

C15H26MnN3O2S4 as an isolated structure (ωB97M-V/def2-TZVPD, OMol25).

## Properties
E_LUMO (alpha / beta) = -8.9 / -7.4 eV
⟨S²⟩ = 6.125
2S+1 = 5
Energy = -99186.08661 eV
Orbital gap (alpha / beta) = 7.016 / 8.669 eV
Net charge = +2

Atoms and positions in Å:
Mn  -0.510  -0.389  0.623
C  1.794  -1.388  2.910
C  0.939  -0.383  3.663
S  -0.706  -0.069  2.961
C  -1.734  -1.521  3.345
C  -1.289  -2.869  2.799
S  -0.999  -2.905  0.991
C  0.632  -3.694  0.864
C  1.779  -2.773  0.440
S  1.762  -1.087  1.110
H  1.477  -2.411  3.086
H  2.835  -1.300  3.225
H  1.407  0.603  3.678
H  0.804  -0.688  4.702
H  -2.710  -1.235  2.950
H  -1.824  -1.567  4.432
H  -2.080  -3.590  3.008
H  -0.392  -3.228  3.296
H  0.531  -4.474  0.109
H  0.842  -4.204  1.802
H  1.797  -2.632  -0.642
H  2.740  -3.209  0.718
C  -1.782  1.967  -3.107
C  -0.701  1.461  -4.055
C  -0.282  0.014  -3.820
S  0.780  -0.352  -2.412
O  -0.164  -0.051  -1.205
C  2.064  0.920  -2.563
C  1.892  2.252  -1.831
C  2.573  2.279  -0.469
H  -2.051  2.991  -3.358
H  -1.449  1.948  -2.069
H  -2.684  1.357  -3.185
H  0.170  2.119  -4.036
H  -1.067  1.497  -5.083
H  0.275  -0.403  -4.664
H  -1.141  -0.639  -3.647
H  2.102  1.052  -3.648
H  2.993  0.430  -2.270
H  0.841  2.531  -1.755
H  2.366  3.005  -2.463
H  2.067  1.641  0.252
H  2.556  3.287  -0.058
H  3.613  1.959  -0.550
O  -2.338  -0.171  0.579
N  -3.344  0.664  0.750
C  -3.071  1.920  0.846
C  -1.695  2.334  0.808
N  -0.554  2.464  0.765
C  -4.124  2.874  1.012
N  -4.942  3.664  1.163

Atom charges from the Mulliken analysis, given in e for atoms 1 to 6: number 1, Mn, carries 1.26; number 2, C, carries -0.65; number 3, C, carries -0.92; number 4, S, carries 0.06; number 5, C, carries -0.76; number 6, C, carries -0.68

***

# C15H26N2O2S

An isolated molecule of C15H26N2O2S (ωB97M-V/def2-TZVPD, OMol25).

## Properties
E_LUMO = 0.6 eV
Structure (SMILES) = CSCCC(=O)N1CCC(CCC(=O)NC2CC2)CC1
Energy = -33887.79439 eV
Orbital gap = 8.775 eV

Atoms and positions in Å:
C  -6.165  -0.065  1.035
S  -5.685  -1.286  -0.220
C  -4.061  -1.827  0.423
C  -2.900  -1.130  -0.278
C  -2.583  0.223  0.354
O  -3.110  0.581  1.394
N  -1.691  1.003  -0.291
C  -0.965  0.694  -1.499
C  0.543  0.696  -1.229
C  0.979  2.060  -0.691
C  2.498  2.186  -0.451
C  3.269  0.886  -0.211
C  2.937  0.197  1.097
O  2.365  0.721  2.028
N  3.358  -1.092  1.186
C  4.085  -1.827  0.206
C  3.337  -2.565  -0.874
C  4.008  -3.320  0.233
C  0.166  2.354  0.573
C  -1.328  2.291  0.271
H  -6.521  -0.583  1.921
H  -5.304  0.553  1.270
H  -6.962  0.534  0.606
H  -4.049  -1.624  1.492
H  -4.019  -2.902  0.249
H  -2.006  -1.755  -0.208
H  -3.156  -1.000  -1.331
H  -1.266  -0.272  -1.897
H  -1.198  1.462  -2.249
H  1.067  0.459  -2.157
H  0.765  -0.075  -0.489
H  0.705  2.814  -1.440
H  2.655  2.838  0.409
H  2.951  2.667  -1.321
H  3.126  0.190  -1.037
H  4.337  1.127  -0.171
H  3.158  -1.550  2.065
H  5.036  -1.377  -0.065
H  3.764  -2.604  -1.864
H  2.259  -2.511  -0.861
H  4.902  -3.882  0.010
H  3.381  -3.777  0.983
H  0.406  3.350  0.948
H  0.422  1.634  1.350
H  -1.913  2.429  1.182
H  -1.597  3.073  -0.449

Atom charges from the Mulliken analysis, given in e for atoms 1 to 6: number 1, C, carries -0.70; number 2, S, carries -0.11; number 3, C, carries -0.94; number 4, C, carries -0.65; number 5, C, carries 1.02; number 6, O, carries -0.71

***

# C15H26N2O3S

An isolated molecule of C15H26N2O3S (ωB97M-V/def2-TZVPD, OMol25).

## Properties
E_LUMO = 0.8 eV
Structure (SMILES) = COC(=O)[C@H](CCSC)NC(=O)NCCC1=CCCCC1
Energy = -35936.06049 eV
Orbital gap = 8.857 eV

Atoms and positions in Å:
C  -7.096  -1.324  0.361
O  -5.903  -0.586  0.602
C  -4.838  -0.937  -0.116
O  -4.833  -1.824  -0.930
C  -3.633  -0.063  0.196
C  -3.907  1.372  -0.298
C  -2.792  2.331  0.097
S  -1.371  2.263  -1.057
C  -0.054  2.669  0.123
N  -2.470  -0.643  -0.417
C  -1.281  -0.731  0.251
O  -1.092  -0.189  1.325
N  -0.343  -1.490  -0.383
C  1.045  -1.445  0.014
C  1.893  -0.613  -0.959
C  3.315  -0.492  -0.490
C  4.311  -1.118  -1.102
C  5.746  -1.049  -0.679
C  5.893  -0.466  0.724
C  5.009  0.767  0.860
C  3.544  0.361  0.728
H  -7.422  -1.189  -0.672
H  -7.838  -0.933  1.052
H  -6.925  -2.387  0.541
H  -3.472  -0.034  1.281
H  -4.021  1.367  -1.385
H  -4.844  1.709  0.149
H  -3.157  3.360  0.093
H  -2.404  2.079  1.082
H  -0.006  1.883  0.872
H  -0.263  3.632  0.579
H  0.873  2.723  -0.440
H  -2.649  -1.218  -1.227
H  -0.529  -1.780  -1.330
H  1.061  -1.003  1.012
H  1.439  -2.465  0.069
H  1.442  0.378  -1.047
H  1.867  -1.086  -1.944
H  4.115  -1.713  -1.985
H  6.187  -2.048  -0.722
H  6.293  -0.428  -1.397
H  6.938  -0.213  0.916
H  5.585  -1.210  1.462
H  5.175  1.253  1.823
H  5.262  1.480  0.072
H  2.909  1.248  0.679
H  3.243  -0.200  1.619

Atom charges from the Mulliken analysis, given in e for atoms 1 to 6: number 1, C, carries -0.69; number 2, O, carries -0.30; number 3, C, carries 0.29; number 4, O, carries -0.60; number 5, C, carries 0.32; number 6, C, carries -1.12

***

# C15H26N2O3SiV

C15H26N2O3SiV as an isolated structure at a distorted geometry (ωB97M-V/def2-TZVPD, OMol25).

## Properties
E_LUMO (alpha / beta) = 2.6 / 2.6 eV
⟨S²⟩ = 2.129
2S+1 = 3
Energy = -58663.62297 eV
Orbital gap (alpha / beta) = 5.259 / 5.935 eV
Net charge = -1

Atoms and positions in Å:
V  8.706  15.312  6.630
N  10.690  15.250  5.868
N  11.032  16.617  5.786
C  9.963  17.504  5.646
O  10.230  18.702  5.854
O  8.814  16.965  5.296
H  11.169  14.837  6.659
H  10.857  14.691  5.009
H  11.774  16.914  6.415
C  5.595  16.091  4.494
Si  5.915  15.278  6.103
C  5.315  13.519  6.137
C  5.170  16.232  7.499
H  4.510  16.164  4.344
H  6.018  15.549  3.660
H  5.995  17.108  4.524
H  4.221  13.583  5.913
H  5.456  12.984  7.095
H  5.772  12.952  5.332
H  4.073  16.258  7.374
H  5.541  17.274  7.509
H  5.400  15.766  8.452
C  8.582  15.629  8.362
H  8.885  16.577  8.849
H  8.258  14.864  9.080
C  8.660  6.533  4.914
C  8.544  7.982  5.459
C  8.964  9.005  4.595
C  8.899  10.394  4.905
C  9.305  11.357  3.855
C  8.479  10.944  6.180
C  8.427  12.295  6.642
O  8.673  13.364  5.938
C  8.150  9.922  7.072
C  7.793  10.033  8.514
C  8.169  8.557  6.677
H  8.880  6.645  3.828
H  7.716  5.991  5.025
H  9.492  6.007  5.386
H  9.336  8.772  3.609
H  9.710  10.787  3.031
H  10.061  12.029  4.289
H  8.457  11.953  3.510
H  8.099  12.415  7.699
H  6.777  10.412  8.686
H  8.517  10.622  9.093
H  7.820  9.003  8.950
H  7.855  7.963  7.516

Atom charges from the Mulliken analysis, given in e for atoms 1 to 6: number 1, V, carries 0.89; number 2, N, carries -0.32; number 3, N, carries -0.28; number 4, C, carries 0.74; number 5, O, carries -0.72; number 6, O, carries -0.60

***

# C15H26N2O4S

C15H26N2O4S as an isolated structure (ωB97M-V/def2-TZVPD, OMol25).

## Properties
E_LUMO = -0.2 eV
Energy = -37981.41825 eV
Orbital gap = 8.338 eV

Atoms and positions in Å:
C  1.328  0.936  1.537
C  -0.195  0.921  1.359
O  -0.851  1.602  2.415
C  -0.649  -0.519  1.255
O  -2.059  -0.746  1.230
C  -2.827  0.163  0.577
C  -2.751  0.373  -0.762
C  -3.607  1.315  -1.415
C  -4.534  2.035  -0.741
C  -4.647  1.833  0.658
N  -5.490  2.439  1.497
S  -5.183  1.861  2.952
N  -4.016  0.808  2.634
C  -3.796  0.893  1.321
H  1.690  1.941  1.334
H  1.559  0.694  2.574
H  1.825  0.235  0.870
H  -0.432  1.474  0.448
H  -1.083  0.968  3.102
H  -0.291  -1.058  2.136
H  -0.186  -0.987  0.382
H  -2.017  -0.191  -1.324
H  -3.502  1.445  -2.483
H  -5.179  2.745  -1.237
C  5.504  3.011  0.852
C  5.603  1.513  1.096
C  6.969  0.965  0.711
O  4.566  0.820  0.403
H  5.646  3.231  -0.210
H  4.520  3.381  1.142
H  6.261  3.556  1.416
H  5.416  1.308  2.151
H  7.154  1.127  -0.355
H  7.018  -0.107  0.901
H  7.765  1.456  1.272
H  4.688  0.971  -0.540
C  -3.221  -3.113  -2.104
C  -1.747  -3.062  -2.475
C  -1.306  -4.310  -3.223
O  -0.944  -2.858  -1.313
H  -3.415  -3.963  -1.445
H  -3.515  -2.207  -1.572
H  -3.849  -3.218  -2.990
H  -1.561  -2.185  -3.099
H  -1.446  -5.195  -2.596
H  -0.249  -4.248  -3.482
H  -1.882  -4.448  -4.138
H  -1.083  -3.604  -0.721

Atom charges from the Mulliken analysis, given in e for atoms 1 to 6: number 1, C, carries -1.44; number 2, C, carries 0.58; number 3, O, carries -0.58; number 4, C, carries -0.95; number 5, O, carries -0.44; number 6, C, carries 0.60

***

# C15H26NOPRu

C15H26NOPRu as an isolated structure at a distorted geometry (ωB97M-V/def2-TZVPD, OMol25).

## Properties
E_LUMO (alpha / beta) = -6.4 / -9.4 eV
⟨S²⟩ = 6.024
2S+1 = 5
Energy = -31364.31931 eV
Orbital gap (alpha / beta) = 7.271 / 6.259 eV
Net charge = +2

Atoms and positions in Å:
C  0.719  3.142  -1.805
C  -0.598  2.709  -1.633
C  -0.884  1.574  -0.861
C  0.152  0.939  -0.176
C  1.485  1.326  -0.406
C  1.763  2.447  -1.193
C  -2.286  1.086  -0.681
C  -2.377  -0.395  -0.337
N  -1.851  -1.229  -1.475
Ru  -0.267  -0.365  1.354
C  2.604  0.543  0.204
P  1.826  -0.920  1.064
H  -1.434  3.216  -2.118
H  2.805  2.749  -1.316
H  0.928  4.020  -2.418
H  3.189  1.130  0.934
H  3.308  0.173  -0.560
H  -2.766  1.636  0.145
H  -2.865  1.304  -1.583
H  -1.900  -0.731  0.617
C  3.091  -1.451  2.237
C  1.879  -2.170  -0.266
H  -3.426  -0.693  -0.256
C  -2.819  -1.197  -2.625
C  -1.555  -2.652  -1.110
H  0.283  -0.730  2.868
H  -3.840  -1.369  -2.258
H  -2.745  -0.229  -3.130
H  -2.530  -1.998  -3.316
H  -2.345  -3.283  -1.535
H  -0.587  -2.949  -1.542
H  -1.566  -2.749  -0.027
H  2.911  -2.428  -0.537
H  1.363  -3.060  0.114
H  1.356  -1.824  -1.168
H  4.090  -1.418  1.776
H  3.056  -0.794  3.117
H  2.834  -2.479  2.525
H  -1.028  -0.822  -1.958
C  0.442  1.753  3.340
C  -0.702  1.050  2.667
O  -1.887  1.337  2.799
H  1.363  1.650  2.756
H  0.603  1.328  4.342
H  0.207  2.820  3.430

Atom charges from the Mulliken analysis, given in e for atoms 1 to 6: number 1, C, carries -0.78; number 2, C, carries -0.85; number 3, C, carries 1.38; number 4, C, carries 0.38; number 5, C, carries 0.77; number 6, C, carries -0.85

***

Q: energy of number 4 (C15H26MnN3O2S4)?
A: -99186.08661 eV